Below is 20 unconnected molecules or ions with the total composition C84H112N8O28 at a distorted geometry, with properties calculated with ωB97M-V/def2-TZVPD.

Geometry as XYZ:
```
232
Properties=species:S:1:pos:R:3:forces:R:3:mulliken_charge:R:1
C -5.413090 -0.320073 3.746782 0.27 -0.20 1.00 -1.0721
C -6.255643 -0.546916 2.682867 -1.40 0.18 -0.36 -1.0288
C -5.748378 -0.793290 1.424245 0.23 -0.16 0.70 -0.3406
C -4.357515 -0.818900 1.275273 -0.56 0.07 -0.26 -0.3598
C -3.450380 -0.668953 2.312711 -1.53 0.33 0.76 -0.1445
C -4.055550 -0.413898 3.574075 1.94 0.08 -1.00 0.4032
N -3.948639 -0.948902 -0.114224 1.34 -0.59 -0.32 0.6365
O -2.796244 -1.300763 -0.353156 -0.60 0.10 0.27 -0.0060
O -4.766064 -0.722676 -0.979290 -0.21 0.16 -0.17 -0.5534
H -5.772857 -0.142236 4.765195 -0.07 0.10 -0.47 0.2769
H -7.346930 -0.454820 2.813918 0.64 -0.24 -0.05 0.3244
H -6.402039 -1.017783 0.592709 0.15 0.25 0.00 0.6472
H -2.372118 -0.682681 2.220602 -0.11 0.01 -0.30 0.2023
H -3.341570 -0.242688 4.369138 -0.37 -0.07 0.26 0.8024
C 0.476042 2.304191 -7.545779 -0.99 0.63 0.10 -0.6596
C 1.700884 1.722413 -7.419519 1.28 -0.69 0.85 -1.1183
C 2.109824 1.343201 -6.132812 -0.40 0.58 -0.04 -0.4832
C 1.275479 1.596617 -5.026404 0.69 -0.16 -1.46 0.0974
C 0.037783 2.140988 -5.154958 -0.77 0.90 -1.19 -0.5864
C -0.344136 2.514018 -6.445442 -0.70 0.07 -0.14 -0.6201
N 1.790312 1.271009 -3.727890 -2.10 0.74 1.46 1.0987
O 2.758973 0.595381 -3.720313 2.66 -1.58 0.57 -0.4247
O 1.200935 1.638070 -2.704149 0.35 0.12 -1.11 -0.1892
H 0.145983 2.676715 -8.498850 -0.11 -0.04 -0.30 0.4227
H 2.352198 1.606184 -8.290880 -0.14 -0.09 0.48 0.4689
H 3.087101 0.955551 -5.929785 0.30 -0.23 -0.18 0.6947
H -0.591800 2.366831 -4.325399 -0.29 -0.02 0.55 0.7412
H -1.310039 2.990662 -6.647724 0.35 -0.17 0.45 0.4838
C -7.563534 3.506427 2.052596 -0.02 -0.26 0.02 -0.9868
C -7.750798 3.712315 0.702871 1.38 0.06 -1.28 -0.7615
C -6.703648 3.299677 -0.168205 -1.53 0.28 0.19 -0.4049
C -5.591783 2.714663 0.366217 1.04 -0.17 -1.30 -0.5717
C -5.384201 2.509381 1.705770 0.34 -0.01 -0.62 0.7823
C -6.395054 2.886140 2.527263 -0.97 0.72 0.46 -0.7491
N -4.486186 2.302641 -0.569813 -0.94 -0.22 -0.82 0.7986
O -4.794346 2.067000 -1.738853 0.41 0.57 1.23 -0.5766
O -3.363974 2.208876 -0.120241 -0.04 -0.12 0.08 0.0474
H -8.336710 3.802258 2.742314 -0.01 0.08 0.24 0.4830
H -8.569185 4.266894 0.226179 0.10 -0.45 0.65 0.3839
H -6.839340 3.413672 -1.236182 0.30 0.01 0.03 0.5957
H -4.453638 2.073241 2.018182 0.15 -0.16 0.36 0.5113
H -6.250385 2.768139 3.571579 -0.13 -0.14 0.81 0.5294
C 3.841468 -2.968072 -4.129753 2.71 -0.47 0.50 -0.6386
C 3.141548 -4.154772 -4.203537 -0.71 0.77 0.04 0.2125
C 3.773485 -5.338375 -3.944401 -0.88 -1.80 0.07 -0.6794
C 5.088052 -5.380519 -3.633638 2.08 -0.02 0.21 -0.1197
C 5.890978 -4.238616 -3.566507 -0.97 1.82 -0.33 -0.6377
C 5.257073 -2.994770 -3.823171 -1.74 -1.61 -0.25 -0.0957
N 5.752033 -6.698513 -3.327394 -1.67 1.01 0.34 1.1329
O 5.032691 -7.682146 -3.278553 0.77 0.18 -0.17 -0.6218
O 6.921245 -6.627644 -3.046129 0.64 -0.72 0.05 -0.6121
H 3.424868 -2.002908 -4.279983 -0.64 0.59 -0.21 0.7666
H 2.079016 -4.228576 -4.407057 0.09 0.36 -0.04 0.0880
H 3.206424 -6.277854 -3.946482 0.28 0.43 -0.09 0.4802
H 6.940431 -4.214609 -3.303235 -0.12 -0.53 -0.13 0.5765
H 5.787137 -2.057140 -3.820388 0.24 0.01 0.15 0.1383
C 1.055209 -1.514185 -1.839685 0.32 -0.25 0.56 -0.1069
C 2.207699 -1.460495 -1.038474 -0.16 1.02 0.59 -0.1522
C 2.179752 -0.689801 0.155803 1.47 -1.81 -0.40 -0.1826
C 0.975367 -0.184265 0.588684 0.98 0.67 -0.25 -0.2329
C -0.138661 -0.204996 -0.210023 -0.14 -0.32 -1.12 -0.2535
C -0.118651 -0.869211 -1.447334 0.27 0.54 0.31 -0.0876
N 0.943333 0.554750 1.865141 -0.40 -0.68 -0.07 0.9787
O -0.122076 0.648618 2.411886 -1.88 0.01 0.22 0.1850
O 1.939479 0.978697 2.378745 1.85 0.24 -0.31 -0.7173
H 1.082324 -2.102694 -2.744916 -0.10 0.05 -0.21 -0.4577
H 3.167100 -1.917450 -1.340522 -0.72 0.22 0.12 -0.0591
H 3.117011 -0.659357 0.754677 -0.95 0.22 -0.37 0.4672
H -0.982305 0.369278 0.067082 -0.84 0.28 0.35 0.1928
H -0.998363 -0.813944 -2.109324 0.63 -0.19 0.54 0.4357
C -2.778364 7.744489 0.029254 0.52 -0.45 -0.81 -0.9431
C -2.996695 6.382256 0.201364 -0.42 1.07 1.18 -0.0701
C -2.841265 5.491989 -0.827012 -0.19 0.08 0.34 -0.4483
C -2.400324 5.994708 -2.013465 0.21 -1.90 -1.04 -0.1942
C -2.126742 7.314938 -2.242751 -0.35 -0.16 -0.32 -0.7185
C -2.346449 8.206362 -1.218892 -0.11 1.14 0.73 -0.3901
N -2.209641 4.980252 -3.156304 -0.05 1.41 0.36 1.0752
O -2.107695 3.798955 -2.919508 -0.11 -0.09 0.52 -0.2524
O -2.146055 5.464071 -4.264020 0.06 0.02 -0.38 -0.6988
H -2.894685 8.405544 0.871358 -0.10 0.22 0.00 0.4551
H -3.313696 6.082569 1.191396 -0.03 -0.37 -0.18 0.4331
H -3.104889 4.472028 -0.692941 0.17 -0.72 -0.05 0.7325
H -1.853715 7.563777 -3.241329 0.33 0.53 -0.43 0.5967
H -2.210982 9.290841 -1.361527 0.08 -0.70 -0.05 0.3693
C -5.417976 4.790936 6.173153 0.30 -0.21 0.54 -1.0821
C -5.050850 3.471858 5.978200 0.28 -0.91 -0.18 -0.4262
C -4.097719 3.120924 5.053517 0.40 -0.01 -0.72 0.2085
C -3.544625 4.136871 4.270949 0.48 -1.24 0.02 -0.1392
C -3.844008 5.442604 4.473438 -0.49 1.20 -0.06 -0.7254
C -4.791157 5.763171 5.451254 0.96 1.08 -0.76 -0.6352
N -2.553177 3.774043 3.231981 -0.59 0.61 0.33 1.0144
O -2.091367 4.637207 2.535569 0.26 1.31 -0.38 -0.7055
O -2.273073 2.622555 3.095863 0.19 -2.00 0.16 0.1913
H -6.045425 5.079377 6.984933 -0.64 0.00 0.32 0.4860
H -5.404000 2.610045 6.511029 -0.59 0.15 0.66 0.5840
H -3.811534 2.069016 4.952634 0.00 0.55 -0.09 0.1831
H -3.380562 6.239082 3.889960 0.02 -0.39 0.19 0.5120
H -4.902094 6.827526 5.648045 -0.43 -0.27 0.09 0.4141
C 5.542425 -6.730380 0.323731 -0.52 0.64 0.78 -0.9982
C 5.037232 -7.426719 1.426227 0.02 -0.05 -0.90 -0.5290
C 4.083859 -6.839704 2.243098 0.70 -0.29 0.09 -0.6802
C 3.716837 -5.550465 1.955912 -1.12 1.35 0.18 -0.1003
C 4.147195 -4.810830 0.874335 0.49 -0.46 0.03 -0.3584
C 5.094250 -5.432176 0.080730 -0.27 -0.30 -0.92 -0.2359
N 2.751775 -4.883261 2.852897 -0.74 -0.65 2.89 0.8585
O 2.436246 -5.558848 3.892112 0.37 2.33 -2.83 -0.6587
O 2.382114 -3.717995 2.634461 0.53 -2.14 0.29 0.0056
H 6.282932 -7.152350 -0.331801 0.05 -0.29 -0.15 0.4974
H 5.321328 -8.461179 1.520176 0.09 -0.13 0.45 0.3954
H 3.690047 -7.310338 3.126864 -0.12 -0.19 -0.06 0.5738
H 3.789957 -3.808647 0.679422 -0.01 -0.09 0.03 0.4449
H 5.342476 -4.979469 -0.866225 0.44 0.36 0.04 0.8318
C 3.908280 -3.130691 5.779960 -0.34 0.91 -0.28 -0.8417
C 3.287209 -1.727540 5.617672 1.06 -0.39 0.19 0.7025
O 2.340768 -1.396850 6.289443 -0.24 -0.05 0.15 -0.5787
C 3.821566 -0.802078 4.544809 0.11 -0.76 0.39 -0.3632
H 4.119711 -3.323804 6.819523 -0.32 0.00 0.51 0.4638
H 4.884576 -3.241803 5.285579 -0.66 -0.14 -0.42 0.2736
H 3.083173 -3.782297 5.447496 0.77 -0.27 -0.05 -0.0605
H 3.496211 -1.299792 3.619095 -0.09 0.64 -0.12 -0.1015
H 4.917026 -0.739413 4.490506 -0.27 -0.13 0.22 0.4307
H 3.380451 0.162157 4.768334 -0.10 0.18 -0.66 0.1221
C -0.367219 -2.288485 4.111333 -0.90 1.40 1.14 1.4493
C -1.521097 -3.107391 4.609891 -0.86 -0.63 -0.22 0.3485
O -2.639396 -2.695689 4.896022 1.05 0.57 -0.14 -0.3925
C -1.277608 -4.566016 4.657531 0.53 -0.97 1.61 -1.3433
H -0.816301 -1.381356 3.699999 0.37 -0.07 -0.48 -0.8003
H 0.251601 -2.865515 3.453031 0.31 -0.07 -0.40 -0.5340
H 0.248917 -1.899357 4.949328 -0.21 -0.52 -0.21 0.1906
H -1.250070 -5.040461 3.695147 -0.21 -0.05 -0.77 0.2626
H -2.014247 -5.071257 5.320050 0.45 0.33 -0.55 0.3833
H -0.254779 -4.738200 5.031723 -0.26 -0.05 0.08 0.3270
C 7.603318 -2.468634 -0.662552 0.13 -0.36 -1.29 -1.2427
C 6.583216 -1.368208 -0.423276 1.86 0.08 -0.10 0.6700
O 5.521415 -1.582872 0.085116 -1.08 -0.37 0.29 -0.2382
C 7.007872 0.013889 -0.811993 0.05 0.78 -0.69 -0.0422
H 8.674303 -2.259391 -0.525425 -0.50 0.45 0.23 0.4402
H 7.537853 -2.802719 -1.722603 -0.08 0.52 0.37 0.0999
H 7.335849 -3.351113 -0.133536 -0.23 -0.65 0.80 0.2926
H 7.440145 0.555765 0.054609 -0.44 -0.28 -0.38 0.3293
H 6.147675 0.554157 -1.241685 0.40 -0.05 0.65 -0.7253
H 7.769656 0.022847 -1.604680 -0.05 -0.24 0.35 0.4502
C -0.569181 -3.660120 0.695822 -0.19 -0.45 0.46 1.8754
C -0.020820 -5.050555 0.589286 1.30 0.18 -2.08 0.5219
O 0.020922 -5.832731 1.491630 -0.11 -0.57 1.11 -0.5980
C 0.499856 -5.485347 -0.819846 -2.20 1.30 0.20 -1.2961
H -1.434159 -3.770988 1.339991 -0.27 0.43 0.26 0.2014
H -0.872329 -3.354624 -0.285801 -0.15 0.55 -0.37 -0.9130
H 0.130940 -2.933842 1.134639 -0.05 -0.34 -0.22 -0.7368
H 0.502006 -4.661930 -1.546681 -0.22 -0.12 0.20 0.0352
H -0.182673 -6.264990 -1.180339 0.23 0.05 0.01 0.3335
H 1.470068 -5.852910 -0.789039 1.79 -0.96 0.40 0.5448
C 1.238995 5.315506 -2.194587 0.68 0.26 -0.58 -0.5658
C 1.335561 5.213096 -0.713904 -2.28 -2.27 -0.68 0.6127
O 1.792384 6.042354 -0.003862 1.18 1.29 1.15 -0.6396
C 0.586776 3.981806 -0.224156 0.47 -1.05 1.21 0.9942
H 0.290326 4.881702 -2.538204 0.54 0.07 -0.12 -0.1511
H 2.117508 4.868302 -2.698039 -0.53 -0.21 0.23 0.0755
H 1.317379 6.362482 -2.386091 -0.21 0.84 -0.61 0.4705
H 0.585228 3.185633 -0.980649 0.18 0.20 0.17 -0.6680
H -0.481516 4.159973 -0.009794 0.44 0.38 -0.02 0.0166
H 1.049920 3.589423 0.718859 -0.44 0.35 -0.66 -0.0597
C -1.770744 -4.137892 -6.355859 0.95 -0.65 0.13 -1.3414
C -0.465255 -3.905311 -5.561255 -1.81 1.76 -2.05 0.9502
O 0.082047 -4.695535 -4.861288 0.19 -1.16 0.57 -0.6119
C 0.055662 -2.530851 -5.810349 0.91 0.58 0.18 -0.3037
H -2.510879 -4.537576 -5.688348 -0.57 -0.07 0.26 0.2718
H -1.509015 -4.950619 -7.034707 -0.21 -0.04 -0.24 0.4786
H -2.129753 -3.273487 -6.940683 0.26 -0.36 0.53 0.2859
H -0.590997 -1.799478 -5.328616 -0.15 -0.03 0.19 0.1012
H 0.151324 -2.197767 -6.857062 -0.14 -0.57 0.25 0.5910
H 1.021354 -2.519773 -5.332651 0.51 0.55 0.09 -0.4484
C 1.001581 3.414249 4.203899 1.47 0.23 0.30 -0.2707
C 0.018559 3.494959 5.289016 -1.13 -0.52 0.47 0.4302
O -0.317529 4.572157 5.679726 -0.77 1.66 1.02 -0.6174
C -0.660913 2.222318 5.833827 0.62 0.57 -0.17 -0.2361
H 1.847302 2.863137 4.620851 0.11 -0.40 -0.46 0.4290
H 1.392207 4.404228 3.903781 -0.57 -0.42 0.19 0.3222
H 0.556044 2.887600 3.393279 -0.01 -0.55 -0.79 -0.3819
H -1.558500 2.447814 6.438802 0.63 0.05 -0.29 0.1876
H 0.076493 1.646819 6.414920 -0.31 0.00 -0.20 0.6009
H -0.937575 1.679618 4.939099 -0.13 -0.61 -0.01 -0.3642
C -2.283245 -1.333127 7.879822 0.72 1.25 -1.18 -1.1625
C -3.570316 -0.809910 7.238689 0.14 -2.11 0.52 0.9597
O -3.804327 0.291541 6.801687 0.59 0.25 0.20 -0.4241
C -4.597836 -1.912567 7.140574 -0.52 1.06 -1.49 -1.1584
H -1.428827 -0.811476 7.417682 -0.17 -0.18 0.21 0.1433
H -2.141226 -2.406542 7.756211 -0.31 0.10 -0.10 0.2841
H -2.255409 -1.100926 8.926801 -0.15 0.18 0.66 0.5046
H -4.793156 -2.461322 8.038387 -0.03 -0.13 0.64 0.4688
H -4.289425 -2.612228 6.351507 0.12 0.15 0.29 0.2159
H -5.462199 -1.369377 6.758050 -0.53 -0.50 0.26 0.2759
C -3.064893 -4.391767 -1.844927 -0.06 0.75 -0.69 -1.3807
C -2.641387 -3.281589 -2.808317 -1.51 0.25 1.01 0.8711
O -1.503540 -2.981626 -3.055701 0.34 -0.31 -0.16 -0.0631
C -3.821813 -2.483499 -3.304394 0.44 0.83 -1.36 -1.2459
H -4.040081 -4.813444 -2.135556 0.51 -0.03 0.08 0.4785
H -3.185605 -3.907943 -0.875242 -0.05 0.04 0.10 0.1151
H -2.270042 -5.098865 -1.782577 0.37 -0.81 0.13 0.3055
H -3.569914 -1.422935 -3.464723 0.20 -0.43 0.02 -0.1613
H -4.669981 -2.480037 -2.656890 -0.45 -0.33 0.59 0.5689
H -4.152376 -2.880842 -4.277335 0.11 -0.05 0.17 0.5081
C 5.300282 3.103164 -4.658081 -0.18 0.49 -0.20 -0.6157
C 6.039240 1.877623 -5.116085 -0.89 -0.77 1.58 0.4043
O 6.043348 1.558179 -6.274144 0.56 -0.34 -0.38 -0.6045
C 6.478664 0.964902 -3.937863 -0.49 0.61 -0.34 -0.5922
H 5.907412 3.828047 -4.105708 0.11 -0.18 -0.14 0.4925
H 4.551533 2.758495 -3.922122 0.04 0.27 -0.47 -0.1795
H 4.868280 3.564383 -5.565268 -0.01 -0.07 0.68 0.3475
H 7.292810 1.432298 -3.404909 0.57 0.13 -0.04 0.6094
H 6.723063 -0.049600 -4.234883 0.15 0.03 -0.21 0.3081
H 5.695054 0.956105 -3.160428 -0.01 -0.05 -0.65 -0.2261
C 5.019739 4.564255 0.530438 0.53 0.72 0.32 -1.3979
C 5.041883 3.425018 -0.406589 0.43 -0.77 -0.08 0.6404
O 5.848941 3.348595 -1.313027 -0.35 -0.16 -0.11 -0.5658
C 4.068223 2.300043 -0.059530 0.27 1.04 -0.88 1.3335
H 5.515171 4.289020 1.454394 0.36 -0.38 0.21 0.3653
H 4.025473 4.748084 0.855224 -1.06 0.52 0.09 0.3048
H 5.513533 5.467363 0.176007 -0.14 -0.10 -0.25 0.3452
H 4.556179 1.358694 -0.289010 -0.28 -0.21 0.29 -0.7669
H 3.174123 2.413881 -0.691969 0.16 -0.15 0.08 -0.3119
H 3.760260 2.452063 0.964642 -0.11 -0.55 0.32 0.0672
C -6.062915 0.641932 -4.093534 0.20 -1.57 0.40 -0.3333
C -5.239971 1.402521 -5.058434 1.52 -0.29 -1.01 0.6217
O -5.592431 2.441227 -5.529561 -0.98 1.40 -0.38 -0.5905
C -3.820608 0.935704 -5.468002 -1.11 -1.01 0.56 -0.4318
H -7.076220 1.022023 -4.026780 -0.02 0.17 -0.11 0.3538
H -5.588665 0.693789 -3.099220 -0.21 -0.22 -0.45 -0.3029
H -6.086894 -0.430690 -4.413339 -0.02 0.70 0.37 0.2990
H -3.294117 0.956932 -4.530301 0.83 0.22 0.38 -0.1514
H -3.408146 1.602796 -6.217360 -0.02 0.05 0.15 0.3444
H -3.759642 -0.117737 -5.794589 -0.24 0.38 -0.02 0.3636
```
Forces are in eV/Å.

As for the molecular weight: 1681.8 g mol⁻¹. The calculation puts the frontier orbital gap at 0.29553 hartree. Its multiplicity is 1. The strongest force on any atom is 3.68 eV/A.